Entry 1:
Entry from the Open Molecules 2025 dataset: C10H11NO in the gas phase (ωB97M-V/def2-TZVPD).

Values from the calculation:
gap between HOMO and LUMO	10.06	eV
highest occupied orbital energy	-9.10	eV
SMILES	c1ccc([C@@]23CCCN2O3)cc1

Geometry as ORCA input:
```
! RIJCOSX wB97M-V def2-TZVPD def2/J DEFGRID3
* xyz 0 1
C 1.266 0.741 -3.271
C 2.241 0.950 -2.193
C 0.006 0.216 -2.933
C 1.838 0.650 -0.914
C -0.330 -0.033 -1.621
C 0.633 0.136 -0.646
C -1.553 -0.150 2.534
C -0.914 0.737 1.341
C -1.139 -1.618 2.234
C 0.152 -0.126 0.784
N 0.016 -1.646 1.374
O 0.992 -0.663 1.723
H 1.442 1.125 -4.269
H 3.203 1.265 -2.322
H -0.721 0.149 -3.779
H 2.569 0.550 -0.162
H -1.193 -0.583 -1.308
H -1.156 0.311 3.393
H -2.552 -0.167 2.557
H -1.622 0.985 0.606
H -0.424 1.574 1.762
H -0.835 -2.121 3.116
H -1.920 -2.282 1.993
*
```

=====

Entry 2:
Entry from the Open Molecules 2025 dataset: C10H11NO in the gas phase (ωB97M-V/def2-TZVPD).

Values from the calculation:
gap between HOMO and LUMO	8.55	eV
highest occupied orbital energy	-7.74	eV
SMILES	COc1ccc2ccn(C)c2c1

Geometry as ORCA input:
```
! RIJCOSX wB97M-V def2-TZVPD def2/J DEFGRID3
* xyz 0 1
C 2.085 -2.670 0.796
C 1.585 -0.782 -0.465
C 1.916 0.127 -1.497
C 1.037 1.140 -1.834
C -0.106 1.426 -1.058
C -1.102 2.491 -0.919
C -2.051 2.089 -0.085
C -2.394 0.071 1.375
C -0.513 0.443 -0.134
C 0.309 -0.651 0.219
H 2.090 -2.297 1.837
H 1.079 -3.033 0.408
H 2.857 -3.481 0.712
H 2.867 -0.105 -1.980
H 1.338 1.879 -2.609
H -1.130 3.400 -1.432
H -2.957 2.590 0.168
H -1.941 0.002 2.411
H -2.536 -1.009 1.130
H -3.376 0.483 1.585
H 0.130 -1.169 1.155
N -1.709 0.803 0.383
O 2.521 -1.748 -0.169
*
```

=====

Entry 3:
Entry from the Open Molecules 2025 dataset: C10H11NS in the gas phase (ωB97M-V/def2-TZVPD).

Values from the calculation:
gap between HOMO and LUMO (alpha / beta)	7.30 / 6.46	eV
highest occupied orbital energy (alpha / beta)	-7.84 / -6.77	eV

Geometry as ORCA input:
```
! RIJCOSX wB97M-V def2-TZVPD def2/J DEFGRID3
* xyz 0 1
C 0.146 0.721 1.754
C -1.141 0.506 1.434
C 1.136 0.284 0.682
C -1.358 -0.289 0.225
C 0.756 -1.134 0.416
C 1.957 1.327 0.302
C 2.744 1.896 -0.810
C -0.087 -3.660 0.838
C 2.890 1.303 -1.958
C -2.545 -0.121 -0.648
N -0.501 -1.277 -0.016
S 1.383 -2.714 1.044
H 0.582 1.213 2.600
H -2.127 0.837 1.965
H 1.671 2.230 0.810
H 2.959 2.969 -0.588
H 0.042 -4.665 0.315
H -1.068 -3.385 1.217
H 3.232 1.729 -2.811
H 2.592 0.316 -2.095
H -2.267 -0.374 -1.637
H -3.309 -0.851 -0.123
H -3.139 0.812 -0.672
*
```

=====

Entry 4:
Entry from the Open Molecules 2025 dataset: 2 unconnected molecules or ions with the total composition C10H11P (ωB97M-V/def2-TZVPD).

Values from the calculation:
gap between HOMO and LUMO (alpha / beta)	7.76 / 6.32	eV
highest occupied orbital energy (alpha / beta)	-6.82 / -8.31	eV
<S²>	2.029

Geometry as ORCA input:
```
! RIJCOSX wB97M-V def2-TZVPD def2/J DEFGRID3
* xyz 0 3
C -3.007 0.180 0.593
C -2.339 1.278 0.154
C -2.379 -1.093 0.806
C -0.971 1.128 -0.223
C -1.041 -1.241 0.387
C -0.322 -0.086 -0.161
C -0.128 -2.351 0.521
C 1.073 -1.902 -0.035
C 1.044 -0.536 -0.516
C 1.863 0.087 -1.612
P 2.130 0.764 1.625
H -4.052 0.183 0.691
H -2.855 2.093 -0.323
H -2.954 -1.849 1.229
H -0.435 1.916 -0.694
H -0.524 -3.320 0.771
H 1.851 -2.612 -0.221
H 1.317 -0.273 -2.561
H 2.931 -0.196 -1.583
H 1.723 1.288 -1.515
H 0.865 1.227 1.597
H 2.466 1.891 0.911
*
```

=====

Entry 5:
Entry from the Open Molecules 2025 dataset: C10H11PS in the gas phase (ωB97M-V/def2-TZVPD).

Values from the calculation:
gap between HOMO and LUMO	9.04	eV
highest occupied orbital energy	-8.37	eV
SMILES	C=CP(=S)(C=C)c1ccccc1

Geometry as ORCA input:
```
! RIJCOSX wB97M-V def2-TZVPD def2/J DEFGRID3
* xyz 0 1
C -1.684 2.289 1.201
C -0.340 2.311 0.861
C -2.436 1.141 1.009
C 0.258 1.185 0.327
C -1.843 0.010 0.475
C -0.499 0.034 0.136
C 0.568 0.012 -2.889
C 1.774 -1.510 1.778
C 1.020 -0.978 -2.136
C 1.702 -1.834 0.497
P 0.272 -1.463 -0.556
S -0.894 -3.007 -0.757
H -2.146 3.171 1.619
H 0.242 3.208 1.013
H -3.482 1.128 1.275
H 1.305 1.187 0.057
H -2.408 -0.899 0.316
H 0.968 0.207 -3.872
H -0.208 0.677 -2.544
H 2.589 -1.836 2.404
H 1.025 -0.890 2.247
H 1.780 -1.665 -2.490
H 2.437 -2.479 0.028
*
```

=====

Entry 6:
Entry from the Open Molecules 2025 dataset: C10H12 in the gas phase (ωB97M-V/def2-TZVPD).

Values from the calculation:
gap between HOMO and LUMO	8.72	eV
highest occupied orbital energy	-7.69	eV
SMILES	CC1=CC2=CCCC2=CC1

Geometry as ORCA input:
```
! RIJCOSX wB97M-V def2-TZVPD def2/J DEFGRID3
* xyz 0 1
C 1.082 1.097 0.030
C 1.804 -0.024 0.038
C 1.229 -1.464 -0.103
C -2.814 0.988 0.279
C -2.510 -0.346 -0.313
C -0.255 -1.535 -0.373
C -1.504 1.659 0.610
C -0.526 0.907 0.095
C -1.014 -0.392 -0.387
C 3.274 0.060 -0.178
H 1.419 2.019 0.432
H 1.881 -2.068 -0.783
H 1.472 -2.013 0.887
H -3.298 1.555 -0.606
H -3.416 1.071 1.231
H -2.753 -1.056 0.390
H -3.038 -0.553 -1.227
H -0.727 -2.436 -0.608
H -1.435 2.574 1.095
H 3.670 0.744 0.468
H 3.747 0.163 -1.185
H 3.714 -0.949 0.208
*
```